{"formula": "C8H11N4", "method": "wB97M-V/def2-TZVPD", "e_tot_ev": -14424.4536, "homo_energy_ev": [-11.71, -11.71], "charge": 1, "relative_energy_kcal_mol": 83.5, "multiplicity": 1, "symbols": ["C", "C", "C", "C", "C", "C", "C", "C", "N", "N", "N", "N", "H", "H", "H", "H", "H", "H", "H", "H", "H", "H", "H"], "coordinates": [[-3.783, 1.293, -0.213], [-4.220, -0.055, -0.124], [-2.410, 1.477, -0.164], [-3.344, -1.174, -0.036], [-1.431, 0.426, 0.040], [-1.928, -0.959, 0.073], [0.753, -0.069, 0.667], [1.934, -0.353, 0.302], [-0.203, 0.729, 0.239], [-0.976, -1.838, 0.180], [3.040, -0.755, -0.190], [5.228, 0.817, -0.162], [-4.382, 2.152, -0.436], [-5.238, -0.214, -0.348], [-2.245, 2.512, -0.135], [-3.789, -2.124, -0.042], [0.431, -0.560, 1.576], [-1.242, -2.812, 0.208], [3.138, -1.545, -0.785], [4.018, -0.156, -0.024], [6.063, 0.286, -0.514], [5.645, 1.304, 0.550], [4.938, 1.617, -0.663]], "forces_ev_per_angstrom": [[3.9031, -0.8929, -0.0735], [1.7956, -2.9444, -0.6509], [-2.9249, 0.3016, 0.2471], [-2.2753, 3.9806, 0.0589], [-0.0698, 0.8874, 0.1986], [1.1137, -1.8055, 0.1435], [-1.3933, -1.3789, 1.7125], [3.3593, -0.7141, -2.1664], [-1.2059, 2.4099, -1.3082], [-0.5526, 0.8513, -0.2312], [0.1896, 2.1315, 1.7387], [0.5913, -2.4881, -0.7381], [-0.5937, 0.0551, 0.2653], [-1.1364, -0.5911, 0.2463], [1.6625, 1.1310, -0.1988], [-0.2011, -1.2673, -0.0220], [0.4768, -0.5732, 0.6369], [-0.6292, -0.2151, 0.0671], [-0.5033, -0.9873, -0.4548], [-1.1215, -0.3311, -0.2045], [-1.3208, 0.9615, -0.5453], [1.0714, 1.0031, 3.3066], [-0.2357, 0.4758, -2.0279]], "mulliken_charge": [-0.4926, -0.4215, -0.4764, -0.9019, 0.4157, 1.2272, -0.2752, 0.3647, -0.5159, -0.5788, -0.2887, -0.8427, 0.4169, 0.3800, 0.3756, 0.4118, 0.4074, 0.2311, 0.2492, 0.4851, 0.2989, 0.2505, 0.2795]}